DFT (the ωB97M-V functional and the def2-TZVPD basis) results for a single C6H8N2S molecule at a distorted geometry.

Values from the calculation:
Spin multiplicity: 1
SMILES: S=C[C@H]1CCC=NC=N1
Energy above the lowest of the compared OMol25 structures with the same formula, charge and spin in kcal/mol: 41.7
Total charge: 0

```
17
Properties=species:S:1:pos:R:3:forces:R:3
C -0.633 -0.939 -0.433 0.0 0.2 0.0
C 1.599 0.280 -0.762 -0.1 -0.2 -0.2
S -2.935 1.618 -0.001 0.4 0.1 0.1
N 0.088 -0.204 1.805 0.2 -0.2 0.7
H -0.657 2.081 0.443 0.0 0.0 0.0
H 1.998 -0.433 2.367 0.0 -0.1 0.0
H 2.250 0.815 -1.452 0.1 0.0 -0.1
H -1.555 -1.138 -0.978 0.0 0.0 0.0
H -0.099 0.499 -1.961 0.0 0.0 -0.1
C 1.328 -0.210 1.542 -0.9 0.2 0.7
C 0.376 -0.305 -1.390 -0.3 0.0 0.3
H -1.828 -0.570 1.304 0.1 0.2 -0.3
H 0.696 -1.057 -2.120 0.0 0.1 -0.1
H -0.247 -1.891 -0.063 -0.1 0.0 0.0
C -0.964 -0.086 0.825 -0.2 -0.7 -0.4
N 1.999 0.243 0.435 0.8 0.5 -0.7
C -1.415 1.298 0.440 -0.2 -0.1 0.0
```
Positions in Å, forces in eV/Å.


DFT (the ωB97M-V functional and the def2-TZVPD basis) results for 3 unconnected molecules or ions with the total composition C30H57IN2O8S at a distorted geometry.

Values from the calculation:
Spin multiplicity: 1
SMILES: C=CC(=O)OCCCCCC[C@@]1(CCC(C)C)OS(=O)(=O)O[C@@]1(C[C@H](C)I)[C@H](C)CCC.CN(C)C=O.CN(C)C=O
E in Ha: -2584.53532
Total charge: 0

```
99
Properties=species:S:1:pos:R:3:forces:R:3
H 2.361 -1.128 1.077 0.1 0.1 -0.2
H 6.149 2.066 -0.196 -0.3 -0.2 -0.2
C 0.006 0.876 -0.398 -0.5 -0.8 -0.1
H -4.684 -2.974 -2.890 0.1 0.3 -0.2
H -6.645 -7.183 -0.113 0.0 -0.1 0.0
O -3.212 -5.498 -1.899 -0.2 0.0 0.0
C -2.037 0.309 3.414 -0.6 1.0 0.3
C 4.853 1.528 1.374 -1.0 0.2 0.2
H 0.757 4.053 0.066 0.3 0.1 0.1
C 1.691 4.098 -1.908 -0.2 0.7 0.6
H -0.336 -0.870 -1.662 0.3 -0.2 0.1
C 4.407 2.890 1.841 0.2 -1.0 -1.1
H -2.074 -3.229 -2.537 -0.1 0.2 -0.2
C 8.163 -0.012 6.070 -0.1 -0.1 -0.2
C 6.505 0.385 4.364 -0.2 0.1 -0.1
C -2.617 0.071 0.950 -0.2 0.6 0.2
H -0.942 0.259 3.339 -0.3 -0.3 -0.2
N -5.222 -6.487 -1.470 0.1 -0.1 0.1
H -5.254 -8.260 -0.351 0.0 0.1 0.0
H -1.750 -0.589 1.066 -0.1 0.2 -0.2
H -1.425 0.926 -3.015 0.0 0.3 0.2
H 3.224 2.522 -0.526 -0.3 0.0 0.2
H 0.854 1.844 -2.693 -0.2 0.3 0.1
H 1.483 -0.473 -3.133 0.1 0.2 0.2
H 7.874 2.749 5.937 -0.1 0.1 0.1
H -5.635 -5.436 -3.226 -0.1 0.1 0.0
H 4.504 0.677 1.961 -0.2 0.4 0.0
H -5.783 -4.495 -1.734 -0.1 0.0 -0.1
C -3.354 -0.194 -1.464 -0.7 -1.2 0.8
H -5.178 -0.042 -0.185 -0.1 0.0 -0.3
H 2.488 0.511 0.413 0.4 -0.5 0.0
C -2.606 -2.287 -2.738 -0.4 -1.0 0.9
H -0.048 2.519 -4.017 0.0 -0.1 0.3
H 3.729 -0.733 0.022 -0.4 0.1 -0.1
H 0.216 4.610 -3.366 -0.2 -0.2 0.2
H 6.183 2.692 5.393 0.0 -0.1 0.0
H -2.025 -1.862 -0.733 -0.3 0.2 0.1
H -0.087 0.969 0.695 0.2 -0.1 -0.3
H 2.329 3.266 -2.242 -0.3 0.2 -0.2
H -3.627 -3.528 -4.182 -0.1 0.2 0.2
H -2.137 2.509 -2.733 0.0 -0.2 0.4
H -3.416 -7.210 -0.833 0.0 0.0 0.0
N 7.178 0.846 5.436 -0.1 0.1 0.0
O -1.381 2.723 -0.194 -1.2 0.5 0.0
C 1.775 -0.935 -1.010 -0.1 -0.7 -0.8
H 2.198 5.142 -0.077 -0.5 -0.1 0.2
C -3.870 -2.662 -3.548 0.9 0.0 -0.6
C -1.307 1.858 -2.433 0.6 -1.2 -0.6
H -2.248 0.967 4.270 0.2 -0.3 -0.1
O 4.585 3.174 2.966 0.6 0.9 2.6
H -0.519 4.372 -1.794 0.3 -0.2 0.0
H -3.738 -2.279 -0.883 0.3 0.1 0.0
C 0.276 -0.608 -0.790 0.4 0.4 0.9
C -5.943 -7.581 -0.849 -0.1 0.2 -0.2
O 6.652 -0.717 3.865 0.1 0.0 0.1
H -0.031 -1.222 0.071 -0.2 0.0 -0.4
H 0.865 1.492 -0.686 -0.5 0.1 -0.1
C -2.673 1.004 2.179 0.6 -1.0 0.7
C -3.879 -6.386 -1.401 0.1 -0.1 0.0
H -7.033 -5.691 -2.153 0.0 -0.1 0.0
H -3.202 0.108 -2.505 0.2 0.2 0.3
H -5.287 0.691 -1.832 -0.2 -0.1 0.5
H -3.503 -0.575 1.007 0.3 0.0 -0.1
C 5.632 1.280 0.355 0.8 -0.1 -0.9
O 3.783 3.764 1.023 -0.3 -0.3 -0.4
C -2.637 0.755 -0.441 -1.0 -0.7 -0.9
H -2.123 1.941 2.059 -0.6 0.0 -0.2
H 2.493 0.717 -2.194 -0.1 -0.2 -0.4
O -3.151 4.194 -1.296 0.1 -0.9 -1.5
H 2.155 2.482 0.932 0.4 0.0 -0.1
O -3.115 3.970 1.016 0.0 -0.9 1.2
H -1.916 -1.645 -3.305 -0.2 0.0 0.1
C 2.660 -0.553 0.187 -0.7 0.2 0.0
I -4.731 1.423 2.767 0.4 0.1 -0.3
H 3.157 -0.842 -2.737 -0.1 0.1 0.3
S -2.885 3.311 -0.217 0.5 0.4 0.7
H -4.153 -1.861 -4.244 -0.3 -0.1 0.4
C -2.925 -1.695 -1.333 0.6 0.4 -1.1
C 0.247 3.978 -2.466 1.2 -0.5 -0.7
H -6.497 -8.132 -1.613 0.0 -0.1 0.1
C 6.946 2.174 5.973 0.1 -0.2 0.0
H 8.617 0.499 6.915 -0.1 0.1 0.0
H 7.681 -0.930 6.412 0.1 0.0 0.0
H -2.515 -0.649 3.649 0.3 0.0 -0.3
H -5.387 -1.046 -1.657 0.3 0.1 0.2
C -5.969 -5.470 -2.188 0.3 0.0 0.0
H 5.785 0.242 0.066 0.5 0.3 0.1
H 6.612 2.094 7.010 0.0 0.1 0.0
C -4.908 -0.152 -1.241 0.4 0.5 -0.8
C 0.011 2.504 -2.917 -1.0 0.3 -0.2
C -1.326 1.452 -0.944 0.8 1.0 0.4
H 2.144 5.013 -2.317 0.0 -0.2 0.1
C 2.252 -0.345 -2.359 0.3 0.0 0.6
H 1.838 -2.032 -1.115 -0.1 0.3 0.0
H 8.934 -0.279 5.345 0.0 -0.1 0.1
C 2.739 3.125 0.254 -0.7 0.1 -0.2
C 1.764 4.169 -0.345 1.1 0.0 -0.6
H 5.784 1.115 3.963 0.1 0.1 0.1
O -3.594 1.872 -0.374 0.8 1.7 0.1
```
Positions in Å, forces in eV/Å.


DFT (the ωB97M-V functional and the def2-TZVPD basis) results for a molecular structure, H26Mg2O25S3 at a distorted geometry.

Values from the calculation:
Spin multiplicity: 1
Energy above the lowest of the compared OMol25 structures with the same formula, charge and spin in kcal/mol: 0.0
Total charge: -2

```
56
Properties=species:S:1:pos:R:3:forces:R:3
O 3.375 -1.647 -2.354 0.3 0.1 -0.4
O -0.883 -0.346 4.525 -0.7 -0.4 0.4
O -4.938 -0.844 -2.352 -1.4 -0.8 0.8
H 3.242 -2.242 -1.616 -0.4 -0.4 0.5
H 2.088 2.963 0.713 -0.3 -0.7 0.0
H -3.268 0.030 2.684 -0.2 0.2 0.2
H 3.220 1.048 -3.470 0.2 -0.2 0.0
H 0.951 2.815 -1.045 -0.1 -0.9 0.7
S -3.754 -0.031 -2.520 -1.8 -1.7 -3.2
H -0.840 0.762 -3.231 -0.3 0.0 -0.3
O -0.456 -0.005 -2.806 2.0 0.5 -1.0
H -0.432 -0.433 5.365 0.0 -0.1 0.0
H 1.816 1.489 4.007 0.2 0.0 0.0
H 2.362 4.444 0.559 -0.1 0.2 0.0
H 0.609 -1.825 1.875 0.1 0.3 0.0
O 1.081 -0.197 1.487 1.5 -0.3 2.2
O -0.747 -0.002 0.072 1.6 0.7 -0.6
O 2.751 3.632 0.884 0.7 0.7 0.3
H 2.859 -0.278 1.348 -0.8 -0.1 0.0
O 0.829 1.761 0.240 0.6 2.4 -0.4
H -3.915 1.899 0.367 -0.3 -0.1 -0.7
S 0.680 0.326 0.203 -1.9 -2.6 -1.0
O 1.142 3.094 -1.940 0.3 0.6 -1.1
H 0.363 -3.160 1.204 0.4 -0.9 -1.2
H -1.164 -0.363 -2.271 -1.4 -0.7 0.7
H -1.394 -2.635 0.934 0.6 -0.2 0.7
O -2.429 -0.323 2.389 -1.0 -0.2 -0.5
H -0.728 3.182 2.144 0.1 -0.2 0.3
O 2.368 0.807 -3.107 0.4 -0.2 -1.1
Mg -2.578 -0.420 0.321 0.8 -1.4 -0.3
O -1.018 3.286 1.237 -1.2 1.0 0.2
O 0.296 -2.713 2.048 -0.6 0.2 1.7
H -1.824 -0.134 3.106 0.3 -0.5 0.3
O -3.064 1.493 0.533 -1.2 0.3 0.5
O -3.194 -0.249 -3.847 1.1 0.1 -0.6
Mg 1.375 -0.931 -2.618 -1.0 -0.1 0.2
O 0.481 -3.970 -0.167 0.3 0.4 2.6
O 0.618 -2.547 -2.045 0.9 2.8 -1.3
O -1.258 -3.961 -1.785 -2.7 0.2 -0.2
O 0.924 -4.898 -2.259 -0.5 0.7 -0.3
H 2.005 1.629 -2.779 -0.7 0.8 0.6
O -2.137 -2.480 0.351 -1.1 1.1 1.2
H -2.449 2.226 0.560 0.9 0.4 0.3
H 4.219 -1.907 -2.723 0.0 0.0 -0.3
O 0.944 1.478 3.613 -0.4 0.8 0.9
O -2.762 -0.521 -1.524 1.2 0.0 0.7
S 0.144 -3.836 -1.560 2.5 -4.7 -1.6
O 3.808 -0.308 1.466 1.2 0.1 0.1
O -4.071 1.357 -2.355 0.0 2.9 1.4
H 1.039 0.933 2.833 0.3 -0.7 -1.3
H -0.396 2.769 0.726 0.7 -0.7 -0.3
O 1.518 -0.292 -0.840 -0.2 1.1 1.4
H -0.374 0.307 4.046 1.0 0.6 0.1
H -1.972 -3.045 -0.404 0.1 -0.6 -1.5
H 0.949 4.032 -1.946 0.0 0.2 -0.3
H 3.990 -1.212 1.722 -0.1 -0.2 0.0
```
Positions in Å, forces in eV/Å.


DFT (the ωB97M-V functional and the def2-TZVPD basis) results for 5 unconnected molecules or ions with the total composition C87H66N2O10.

Values from the calculation:
Spin multiplicity: 1
SMILES: [H]/N=C(\C)Cc1c(CC)cc(-c2ccccc2)c2c1C(=O)c1ccc(CNC)c([C@H](C)CC)c1C2=O.O=C1c2ccccc2C(=O)c2ccccc21.O=C1c2ccccc2C(=O)c2ccccc21.O=C1c2ccccc2C(=O)c2ccccc21.O=C1c2ccccc2C(=O)c2ccccc21
E in Ha: -4216.93856
Total charge: 0

```
165
Properties=species:S:1:pos:R:3:forces:R:3
C 12.089 -1.645 3.058 0.2 -0.2 -0.2
C -6.764 1.602 4.942 0.0 0.0 -0.1
O -5.534 0.496 1.808 -0.1 0.1 0.0
O -8.139 2.648 9.387 0.0 0.0 0.0
H 10.340 4.923 -1.916 0.0 0.0 0.0
H -0.829 -0.449 -6.842 0.0 0.0 0.0
C 9.229 4.402 1.237 0.0 0.0 0.0
H -1.998 0.670 -2.874 0.0 0.0 0.0
C -11.022 -1.372 0.806 0.0 0.1 0.1
O 7.794 -3.360 -1.205 0.0 0.1 0.1
H 1.383 -1.384 -1.756 -0.1 0.0 -0.1
H 2.396 1.255 -1.105 0.0 0.0 0.1
H -11.693 -5.793 -1.572 0.0 0.1 0.0
C -7.388 3.867 5.460 0.0 0.0 0.0
H 8.922 4.933 2.129 0.0 0.0 0.0
H 1.300 -0.292 -4.054 0.0 -0.1 0.0
H 5.120 2.117 -2.938 -0.1 -0.1 0.0
C -7.236 -0.581 8.043 0.0 0.1 0.0
H 9.957 -6.165 -0.083 0.0 0.0 0.0
C 9.239 3.011 1.243 0.0 0.0 -0.1
C -5.113 -3.422 3.182 0.0 0.0 0.0
C -7.790 1.813 8.580 0.0 0.0 0.0
C -4.482 -0.076 1.602 -0.1 -0.1 0.0
C 9.675 0.810 0.141 0.1 -0.1 0.0
C -8.306 -0.907 0.431 0.1 0.1 0.1
H -5.918 -3.927 3.700 0.0 0.0 0.0
C -1.772 0.941 -3.896 0.0 -0.1 0.0
C -3.908 -4.076 2.959 0.0 0.0 0.0
C 6.197 -0.179 -0.903 0.0 0.0 0.1
O -6.495 -1.032 5.851 0.0 0.0 0.0
C 3.808 -0.358 -0.858 -0.1 -0.1 0.0
C -7.946 -5.095 -2.199 0.0 -0.1 0.0
H 10.557 -3.735 1.424 0.0 0.0 0.0
C 9.621 5.096 0.103 0.0 -0.1 -0.1
C -7.050 1.226 6.249 0.0 0.0 0.0
O -0.457 1.138 -8.709 0.0 0.0 0.0
H 8.995 -3.938 0.677 0.0 0.0 0.0
C -8.041 -3.007 -0.858 0.1 0.0 0.0
H 11.817 -2.610 3.486 -0.2 0.0 0.0
C -6.933 2.919 4.550 0.0 0.0 0.0
C -1.133 0.587 -0.019 0.0 0.1 0.0
C 9.631 2.300 0.111 0.0 0.2 0.0
H 11.376 -0.893 3.387 0.0 0.0 0.1
H -7.948 -6.910 -3.332 0.0 0.0 0.0
C -8.537 -6.226 -2.736 0.0 0.0 0.0
H 11.549 0.828 1.160 0.0 0.0 0.0
C -1.634 4.051 -5.999 0.0 0.0 0.0
H -6.823 -2.647 7.696 0.0 0.0 0.0
C -7.496 2.181 7.166 0.0 -0.1 0.0
C -0.941 3.415 -8.330 0.0 0.0 0.1
C 5.178 -2.360 -0.778 0.0 0.1 -0.1
H 2.544 0.747 -3.388 -0.1 0.0 0.0
H 8.931 2.481 2.136 0.0 -0.1 0.0
C -1.539 2.619 -5.598 0.0 0.0 -0.1
C -1.416 -0.042 -4.814 0.0 0.0 0.0
H -12.076 -1.565 0.945 0.0 -0.1 0.0
H 5.275 -3.435 -0.723 0.0 0.0 0.0
C 2.387 0.185 -0.925 -0.1 -0.3 -0.2
H -8.253 0.759 10.981 0.0 0.0 0.0
C 2.093 -0.245 -3.310 0.1 0.1 0.0
C -10.644 -5.606 -1.754 0.0 -0.1 -0.1
C -9.885 -6.484 -2.509 0.0 0.0 0.0
H -0.535 2.347 -1.074 0.0 0.0 0.0
H -0.192 0.084 -0.169 0.0 -0.1 0.0
H -7.248 -0.737 0.289 0.0 0.0 0.0
H -1.931 -3.925 2.125 0.0 0.0 0.0
C -2.874 -3.428 2.303 0.0 -0.1 0.0
O -0.849 -1.989 1.006 0.0 0.0 0.0
C -5.291 -2.121 2.744 -0.1 0.0 0.1
H -6.708 3.206 3.531 0.0 0.0 0.0
O -6.853 -2.814 -1.006 0.0 0.0 0.0
C -0.822 1.986 -7.922 0.0 0.0 0.0
O -1.942 4.908 -5.197 0.0 0.0 0.0
C -3.577 1.862 0.335 0.0 0.1 -0.1
H 13.071 -1.392 3.456 0.0 0.0 0.1
H 12.986 -1.118 1.165 0.0 0.1 0.0
N 1.549 -0.409 -1.967 0.1 0.2 0.2
H -1.285 7.087 -9.466 0.0 0.0 0.0
C 7.482 0.562 -1.066 0.0 0.2 -0.2
H -1.778 6.464 -7.118 0.0 0.0 0.0
H -3.774 -5.095 3.297 0.0 0.0 0.0
C -3.044 -2.121 1.865 0.0 0.0 0.0
C -3.379 0.587 0.852 0.0 0.0 0.0
C -7.442 -2.284 9.722 0.0 0.0 0.0
C -8.891 -2.053 -0.092 0.0 0.0 0.0
H -4.534 2.346 0.478 0.0 0.0 0.0
H -7.370 -3.323 10.017 0.0 0.0 0.0
C 10.903 -1.183 0.852 -0.2 0.0 -0.1
C -0.778 5.084 -10.050 0.0 0.0 0.0
C -2.558 2.493 -0.360 0.0 0.0 0.0
C 10.653 -4.209 -0.637 0.1 0.0 0.0
H -10.343 -7.372 -2.925 0.0 0.0 0.0
C -2.154 -0.056 0.665 -0.1 0.0 0.0
C 7.658 -2.215 -0.813 0.0 -0.2 -0.1
C -1.113 0.303 -6.120 0.0 -0.1 0.1
H -2.719 3.481 -0.773 0.0 0.0 0.0
H -0.557 5.355 -11.073 0.0 0.0 0.0
H 1.900 -0.013 0.032 0.0 0.2 0.1
C 8.675 -0.015 -0.377 0.1 -0.1 0.1
C -0.656 3.766 -9.644 0.0 0.1 -0.1
C 10.764 0.198 0.756 -0.1 -0.1 -0.1
H 4.825 4.513 -3.181 0.0 0.1 0.0
C -7.665 3.500 6.766 0.0 0.1 -0.1
C 4.943 0.457 -0.873 0.1 -0.1 -0.1
H -0.342 2.998 -10.337 0.0 0.0 0.0
H 9.149 -5.435 -1.476 0.0 0.0 0.1
C 9.981 -3.504 0.524 -0.1 -0.1 0.0
O -12.077 -3.748 -0.235 0.0 0.0 0.0
H -2.114 3.039 -3.584 0.0 0.0 0.0
C 12.144 -1.718 1.517 0.2 0.1 0.1
N 11.620 -3.633 -1.220 -0.1 0.0 0.0
H -6.225 -1.605 2.917 0.0 0.0 0.0
C -7.646 0.380 8.969 0.0 0.0 0.0
C -1.464 5.716 -7.833 0.0 0.1 -0.1
C -10.903 -3.521 -0.432 -0.1 0.0 0.0
C -9.073 0.000 1.141 0.0 0.0 0.0
C -1.169 1.635 -6.516 0.0 0.0 0.0
C -7.942 0.003 10.273 0.0 -0.1 0.1
C 3.944 -1.745 -0.796 0.1 -0.1 0.0
H -7.523 4.895 5.150 0.0 0.0 0.0
H -8.609 0.887 1.553 0.0 0.0 0.0
C -10.433 -0.230 1.323 0.0 0.0 0.0
H 2.881 -0.963 -3.561 0.0 0.0 0.0
C 4.860 1.970 -0.811 0.0 0.2 0.2
O 7.570 1.554 -1.761 0.0 -0.1 0.1
C 10.026 4.391 -1.027 0.0 -0.1 0.1
H -6.899 -4.884 -2.363 0.0 0.0 0.0
C -10.253 -2.290 0.100 0.0 0.0 0.0
C -1.333 1.858 -0.529 0.0 0.1 0.0
C 10.029 3.004 -1.023 0.0 0.1 0.1
C 6.315 -1.567 -0.835 -0.1 0.0 0.0
H 11.993 -4.228 -1.958 0.0 0.0 0.0
H 9.617 6.178 0.081 0.0 0.0 0.1
H 4.485 3.186 0.966 0.0 0.0 0.1
C -1.341 4.395 -7.420 0.0 -0.1 0.0
C -8.703 -4.212 -1.438 0.0 0.0 0.0
C 9.886 -2.011 0.356 0.1 0.1 0.1
H 10.786 -6.096 -1.653 0.0 0.0 0.0
C 10.112 -5.566 -0.981 0.1 0.0 -0.1
H 3.464 2.495 -2.388 0.0 -0.2 -0.1
C -1.835 2.266 -4.287 0.0 -0.1 0.1
H 4.168 4.655 -1.542 0.0 0.1 -0.1
C -1.186 6.058 -9.145 0.0 0.0 0.0
C 3.948 2.485 0.332 -0.1 -0.1 -0.3
C -1.919 -1.439 1.168 0.1 0.0 0.0
H 3.565 1.669 0.944 0.1 0.0 0.1
H -8.071 -1.617 11.664 0.0 0.0 0.0
C 4.865 4.102 -2.175 -0.1 -0.2 0.4
C -4.259 -1.467 2.083 0.0 0.0 -0.1
H -8.014 4.228 7.485 0.0 0.0 0.0
H -6.408 0.863 4.236 0.0 0.0 0.0
H 5.863 4.257 -1.759 0.1 0.0 -0.2
C -6.889 -0.202 6.643 0.0 0.0 -0.1
H 3.057 -2.367 -0.756 0.0 0.0 0.0
H 12.361 -2.728 1.180 0.0 0.0 0.0
H -11.033 0.483 1.873 0.0 0.0 0.0
C 4.527 2.608 -2.165 0.2 0.4 0.0
C 8.780 -1.409 -0.257 0.1 0.1 0.0
H 3.074 3.002 -0.072 0.0 0.1 0.1
C -10.058 -4.465 -1.221 0.0 0.0 0.0
H 10.330 2.458 -1.906 0.0 0.0 0.0
C -7.839 -1.325 10.648 0.0 0.0 0.0
H 5.860 2.326 -0.579 0.0 -0.1 0.0
H -1.373 -1.078 -4.505 0.0 0.0 0.0
C -7.138 -1.913 8.424 0.0 -0.1 0.1
```
Positions in Å, forces in eV/Å.